No. 1
Molecular formula: C23H72N6O13
Method: DFT, ωB97M-V/def2-TZVPD

* E_tot: -60569.269 eV
* HOMO level: -8.957 eV
* energy above the lowest of the compared OMol25 structures with the same formula, charge and spin: 6.7829 eV

Each line ends with the Löwdin charge.
Positions of all 114 atoms, in Å:
O1 2.647746 3.905561 -2.684421  -0.11
O2 -3.401254 -2.232439 -1.589421  -0.10
O3 -1.052254 2.025561 -0.117421  -0.04
O4 -5.636254 0.747561 -0.587421  0.00
O5 2.782746 -1.942439 2.179579  -0.22
O6 4.568746 0.697561 4.435579  -0.14
O7 2.396746 0.411561 -2.282421  -0.05
O8 3.106746 1.694561 0.698579  -0.14
O9 1.812746 -3.778439 -2.048421  -0.11
O10 -0.273254 -4.964439 -3.210421  -0.14
O11 5.723746 -2.761439 -0.167421  -0.14
O12 -1.421254 -0.765439 -0.375421  -0.03
O13 0.146746 1.666561 2.543579  0.01
N1 2.614746 0.702561 3.111579  0.13
N2 1.192746 2.649561 -1.387421  0.16
N3 4.065746 -1.776439 -1.542421  0.18
N4 4.589746 -0.809439 0.425579  0.16
N5 0.282746 4.225561 -2.504421  0.17
N6 3.082746 2.570561 4.170579  0.19
C1 -2.039254 0.985561 2.881579  -0.03
C2 3.305746 3.044561 0.930579  -0.16
C3 0.428746 -0.323439 -3.109421  -0.02
C4 -0.547254 -1.605439 -0.106421  -0.62
C5 1.977746 -4.298439 -0.728421  -0.09
C6 -5.548254 0.919561 0.684579  -0.59
C7 -1.424254 -4.148439 -2.905421  -0.15
C8 -0.119254 0.334561 4.227579  -0.04
C9 1.832746 0.181561 -3.387421  -0.57
C10 -2.427254 3.953561 0.006579  -0.01
C11 -2.172254 2.538561 -0.417421  -0.60
C12 2.638746 -0.720439 -4.368421  0.01
C13 -4.618254 -0.139439 1.280579  -0.02
C14 -6.919254 0.928561 1.300579  -0.02
C15 -1.023254 -2.488439 1.082579  0.00
C16 3.451746 1.362561 3.891579  -0.59
C17 4.747746 -1.783439 -0.415421  -0.60
C18 3.211746 -2.973439 3.036579  -0.13
C19 1.370746 3.607561 -2.220421  -0.63
C20 -3.359254 -1.315439 -2.655421  -0.14
C21 -2.536254 2.212561 -1.876421  0.00
C22 0.752746 -0.917439 0.277579  -0.01
C23 -0.708254 1.403561 3.398579  -0.66
H1 0.289746 5.024561 -3.231421  0.18
H2 -2.176254 -1.292439 -0.711421  0.08
H3 3.534746 -0.947439 -1.815421  0.08
H4 3.124746 1.299561 1.554579  0.00
H5 0.330746 -1.357439 -2.826421  0.06
H6 1.642746 -5.325439 -0.582421  0.10
H7 -0.903254 2.303561 4.008579  0.16
H8 1.988746 2.452561 -0.739421  0.10
H9 0.493746 -4.448439 -2.903421  0.01
H10 2.491746 3.133561 3.615579  0.10
H11 -0.149254 -0.237439 -4.026421  0.09
H12 4.278746 -2.473439 -2.221421  0.11
H13 -1.121254 1.080561 -0.200421  0.07
H14 -2.395254 4.587561 -0.891421  0.08
H15 0.091746 -0.628439 3.642579  0.11
H16 -7.431254 0.048561 1.068579  0.07
H17 -1.405254 -4.086439 -1.820421  0.05
H18 -5.692254 1.623561 -0.978421  0.11
H19 -0.357254 -2.265439 -0.957421  0.11
H20 2.530746 3.572561 1.386579  0.06
H21 -4.492254 -0.066439 2.308579  0.05
H22 -0.228254 1.930561 1.753579  0.06
H23 1.354746 -3.662439 -0.084421  0.05
H24 -1.244254 -1.900439 1.983579  0.07
H25 2.244746 -2.964439 -2.147421  0.01
H26 0.780746 -0.595439 1.334579  0.07
H27 3.545746 2.871561 4.997579  0.12
H28 -3.732254 -0.353439 -2.360421  0.06
H29 3.633746 3.539561 0.008579  0.10
H30 -4.020254 -1.553439 -3.509421  0.11
H31 1.644746 1.040561 2.940579  0.07
H32 -1.781254 -3.240439 0.851579  0.08
H33 -0.825254 -0.002439 4.968579  0.08
H34 -2.450254 -1.320439 -3.157421  0.04
H35 2.156746 -0.901439 -5.319421  0.09
H36 2.364746 -3.438439 3.619579  0.10
H37 0.861746 0.489561 4.696579  0.09
H38 0.878746 0.051561 -0.286421  0.08
H39 0.265746 2.363561 -1.084421  0.08
H40 -2.084254 2.953561 -2.510421  0.06
H41 -2.374254 -4.702439 -3.054421  0.09
H42 -1.312254 -3.142439 -3.360421  0.07
H43 1.739746 1.195561 -3.743421  0.14
H44 -1.884254 0.156561 2.155579  0.08
H45 -2.861254 1.925561 0.198579  0.11
H46 5.180746 -0.765439 1.248579  0.14
H47 -2.408254 1.863561 2.381579  0.08
H48 3.553746 -0.231439 -4.509421  0.07
H49 -7.545254 1.665561 0.906579  0.06
H50 -5.124254 1.915561 0.707579  0.13
H51 -1.694254 4.292561 0.752579  0.10
H52 3.911746 0.009561 0.277579  0.13
H53 2.912746 -1.664439 -3.953421  0.05
H54 -3.638254 -0.158439 0.901579  0.03
H55 1.586746 -1.623439 0.126579  0.06
H56 3.955746 -2.499439 3.695579  0.09
H57 2.789746 -0.294439 2.881579  0.09
H58 -4.864254 -1.196439 1.140579  0.10
H59 -4.335254 -2.353439 -1.462421  0.10
H60 1.973746 1.210561 -1.928421  0.04
H61 -2.676254 0.705561 3.733579  0.11
H62 -3.611254 2.245561 -2.081421  0.09
H63 -6.732254 0.973561 2.372579  0.09
H64 4.163746 3.200561 1.594579  0.10
H65 -0.124254 0.295561 -2.410421  0.05
H66 3.728746 -3.723439 2.473579  0.07
H67 -3.418254 4.062561 0.383579  0.07
H68 -0.128254 -3.043439 1.359579  0.07
H69 3.454746 -1.810439 1.434579  0.06
H70 2.968746 -4.325439 -0.305421  0.08
H71 -2.146254 1.275561 -2.221421  0.05
H72 -0.589254 4.209561 -1.946421  0.09

Force components x, y, z for each atom (eV/Å):
-6.4229 -1.1219 1.9632
0.3125 -0.0870 -0.2771
7.6519 -1.1502 2.1095
-0.3733 -1.2011 -7.7146
0.0308 0.2009 -1.5154
-5.4720 3.8718 -2.6288
5.0146 0.0615 7.2934
-0.4297 0.0370 -1.9334
-0.5001 -2.5881 0.1330
-0.9751 0.2976 -0.6092
-5.0888 4.4275 -0.9880
-7.3008 6.5034 -2.7977
7.2612 1.9805 -5.6129
-0.8427 -1.5847 -1.6324
1.5239 -3.6115 3.5832
-1.2525 0.3740 -0.7827
-1.8495 3.6285 1.9351
-4.0874 5.1162 -3.4878
0.9021 1.9329 1.9344
0.0321 -0.6844 -0.3457
3.2789 0.9673 -0.5814
-1.1645 0.0377 -1.6380
5.9471 -5.9505 3.3839
-0.9328 0.6957 1.0051
0.6654 0.3219 4.7480
1.0489 -0.9668 0.9159
0.5512 -3.2322 1.2443
-3.7589 -1.2439 -5.8865
1.1303 0.7963 -0.9196
-8.1401 -0.3217 -0.8700
-1.1234 0.8351 0.9117
-0.7728 -0.6737 -0.6175
1.6517 -0.2790 1.6948
1.6088 -0.6089 0.0954
5.3664 -6.2964 2.3474
6.7421 -6.2578 -0.0432
0.3614 0.2513 1.1273
8.7725 2.4028 -2.8887
-2.2339 0.1393 -1.3630
-0.5876 1.1740 -0.0371
0.5308 0.8936 0.0705
-5.1422 -1.4008 7.3033
0.2966 -2.0536 1.7580
-0.4694 0.7320 0.1670
0.0925 -0.1060 0.0517
-0.4105 -1.0347 1.4568
0.3591 -0.5132 0.4213
-0.4127 0.0529 -0.9167
-0.1406 -0.0435 0.6221
-1.1321 0.0727 -0.7752
-0.0804 -0.2761 -0.0819
-0.6044 0.3564 -0.2308
-0.2184 -0.0798 -0.3942
0.4232 -0.2919 -0.1841
0.0851 -1.5772 -0.0667
0.2326 0.3219 0.3595
-0.4737 1.3180 0.1620
-0.5460 -1.8532 -0.2194
-0.2173 0.7563 0.3464
-0.2270 -0.4461 -0.6016
0.3224 -0.3437 -0.1185
-1.9676 0.6822 0.4908
-0.0241 0.4891 2.0518
-0.9208 1.1231 -3.1188
0.2376 -0.3885 0.2274
-0.3318 0.0354 -0.4342
1.0250 1.7723 0.2100
-0.2163 -0.4411 -0.3423
0.2017 1.1371 0.2681
0.3835 0.7532 0.3920
-0.4927 -0.0481 -0.0466
-0.2361 -0.5933 0.4977
1.3205 -0.1865 0.0773
-0.2288 0.3829 -0.0994
-0.1521 0.0266 0.6507
2.1373 0.3265 -0.1131
-0.2597 0.1550 -0.0933
0.7844 0.7273 -0.7014
-0.5710 0.5968 0.0949
0.1159 -1.2741 0.1475
0.2436 0.3048 0.2693
0.1907 0.4506 -0.5775
0.6580 0.5065 -0.8272
-0.6006 -0.6367 0.0625
-0.5445 0.3230 -2.1222
-0.4177 0.4299 0.5033
-0.8468 0.4028 -0.3082
0.0872 -0.0696 -0.3769
-0.8536 0.1866 -0.4416
1.4530 0.8281 -0.5872
-0.7158 1.7501 -0.2719
0.6412 0.5409 1.8427
-0.2596 -0.0138 -0.2093
1.5682 -1.5454 -0.0398
-0.2118 -0.9087 0.5075
1.3254 0.7258 -0.9155
-0.2060 0.7516 -0.0406
-0.2753 -0.5973 0.4254
-0.0285 0.5116 0.3520
-1.0237 0.1566 -0.3441
-0.5645 -0.3923 0.6903
0.4494 -0.0794 0.3396
0.0078 0.0375 -0.5750
0.1179 -0.0210 0.1673
-0.7800 0.3260 0.2137
0.0840 -0.1316 0.0757
0.2616 0.0984 0.3758
0.1739 -0.7240 -0.2845
-0.6786 0.0551 0.4562
0.0145 -0.4261 0.2779
-1.1791 -0.3200 1.5148
0.8043 0.5136 -0.4401
0.1238 -0.6900 0.2108
1.3636 -0.2966 -0.4664

***

No. 2
Molecular formula: C23H74NO15Pd
Method: DFT, ωB97M-V/def2-TZVPD

* E_tot: -60717.097 eV
* total charge: +1
* HOMO level (spin up / spin down): -11.699 / -11.521 eV
* energy above the lowest of the compared OMol25 structures with the same formula, charge and spin: 0.0000 eV
* 2S+1: 3

Each line ends with the Löwdin charge.
Positions of all 114 atoms, in Å:
Pd1 -1.562920 1.445972 -4.265414  0.79
O1 0.770814 -4.753175 4.474319  -0.11
O2 -3.540131 1.938031 -3.445669  -0.19
O3 -3.495324 -4.911538 0.555534  -0.12
O4 -0.466988 3.251403 -3.653950  -0.23
O5 -3.177753 -5.647502 -4.109161  -0.11
O6 0.415773 3.455032 4.093061  -0.13
O7 5.013245 1.835878 0.810795  -0.11
O8 3.860496 2.768439 -1.595877  -0.15
O9 -0.774886 0.533545 -2.242472  -0.09
O10 3.912397 -2.338572 -2.946333  -0.11
O11 -2.193633 3.403191 5.514130  -0.10
O12 1.970175 4.582142 -2.585384  -0.15
O13 0.222384 -2.348907 6.498621  -0.10
O14 -2.482044 -0.451468 -5.012483  -0.18
O15 4.266568 -3.155947 2.257623  -0.12
N1 -1.076367 0.596585 -0.929138  -0.03
C1 4.270948 1.873816 2.009828  -0.15
C2 -2.724866 -1.253937 -1.307748  -0.03
C3 -3.585424 3.114153 -2.624021  -0.12
C4 -2.764035 -6.065105 0.228751  -0.17
C5 3.271108 -2.219826 2.694946  -0.15
C6 -1.750507 -1.650000 -4.680824  -0.12
C7 -0.138561 2.740884 -0.376849  -0.01
C8 -2.192292 -0.648537 0.918343  -0.15
C9 -0.768643 1.252586 1.385510  -0.14
C10 -0.479116 4.454219 -4.400957  -0.12
C11 -0.527607 -1.897276 -0.555026  0.00
C12 -0.414577 -1.484280 5.581934  -0.19
C13 -0.111737 1.257418 -0.022809  -0.44
C14 0.127557 -4.267158 3.304116  -0.16
C15 2.771235 5.611765 -3.089186  -0.15
C16 3.107091 -1.393268 -2.226228  -0.15
C17 1.314754 0.693800 0.094027  0.01
C18 0.943854 2.293264 4.735536  -0.13
C19 -1.293089 -0.040275 2.003287  -0.16
C20 -2.028510 -5.246158 -3.406815  -0.18
C21 -3.183512 2.872943 4.665259  -0.17
C22 -1.541363 -0.742323 -0.454532  -0.44
C23 3.925712 2.112121 -2.881030  -0.12
H1 -0.553849 -0.786975 2.307543  0.10
H2 -3.056200 -6.447606 -0.752281  0.06
H3 -2.679405 -1.552380 1.293464  0.12
H4 0.231712 3.425188 0.383940  0.11
H5 3.677248 2.773664 2.179412  0.08
H6 2.438279 5.926171 -4.080163  0.08
H7 -0.804368 -0.563669 6.024389  0.08
H8 3.587847 -0.426991 -2.354400  0.05
H9 -3.289613 -2.033168 -0.799414  0.08
H10 -4.311720 2.987237 -1.821600  0.09
H11 0.337288 4.426584 -5.123873  0.09
H12 -1.434226 4.521155 -4.924663  0.08
H13 1.266059 2.609881 5.733908  0.09
H14 -1.136049 3.036172 -0.704320  0.08
H15 1.120650 3.895931 3.614029  0.08
H16 3.743179 5.203761 -3.390824  0.08
H17 -2.470195 -2.373066 -4.292921  0.07
H18 -3.912670 3.994865 -3.186019  0.09
H19 -1.625404 -6.090292 -2.843756  0.08
H20 -1.495981 2.040405 1.589772  0.13
H21 2.973935 -2.496464 3.706519  0.09
H22 0.365408 -1.788225 0.063643  0.06
H23 4.577806 1.242731 -2.837046  0.08
H24 -3.874041 -5.956064 -3.526291  0.08
H25 -2.371353 -1.657923 -2.256313  0.04
H26 2.058635 1.476069 0.233411  0.08
H27 0.126475 3.474741 -2.922339  0.04
H28 0.570788 -1.702224 7.119669  0.08
H29 -4.446597 1.631643 -3.349371  0.10
H30 2.967589 -1.652348 -1.175428  0.07
H31 -0.122546 -2.068230 -1.553868  0.08
H32 4.140099 2.949878 -3.542493  0.08
H33 5.510402 1.012931 0.798113  0.10
H34 1.345056 -0.081280 0.858629  0.07
H35 -2.879108 1.915688 4.229694  0.06
H36 -2.642704 3.493395 -2.234315  0.06
H37 -1.285991 -1.900631 5.072603  0.07
H38 3.861353 -1.306387 2.803855  0.06
H39 0.325351 -1.239111 4.812106  0.07
H40 -0.444739 -5.069119 2.823238  0.07
H41 2.436262 4.009480 -1.958610  0.05
H42 1.880841 1.935025 4.308740  0.08
H43 2.964451 1.724293 -3.233912  0.07
H44 1.599004 0.203271 -0.840060  0.07
H45 2.156127 -1.442585 -2.763424  0.07
H46 0.823948 -4.042679 2.495580  0.07
H47 -1.463563 -2.192615 -5.586695  0.09
H48 3.529939 -3.212852 -2.835755  0.07
H49 3.923443 -4.015979 2.520692  0.07
H50 -1.698297 -5.825557 0.159586  0.07
H51 -0.564996 -3.477212 3.591639  0.06
H52 -2.281281 -4.360837 -2.814419  0.06
H53 -0.010363 1.527973 2.127326  0.10
H54 -1.195421 -4.918484 -4.030591  0.08
H55 -0.407355 5.356416 -3.793804  0.10
H56 0.431864 2.954096 -1.284509  0.05
H57 -3.622424 -4.270250 -0.143531  0.05
H58 0.140265 -4.652439 5.192306  0.07
H59 3.538442 1.069273 2.108826  0.05
H60 -0.846455 -1.517831 -4.095515  0.08
H61 4.209117 2.124534 -0.960847  0.04
H62 -3.110283 -0.049943 0.906802  0.13
H63 -1.800020 0.186484 2.942004  0.10
H64 0.136067 1.591788 4.934701  0.07
H65 5.032520 1.900277 2.792948  0.09
H66 -2.887837 -6.840318 0.981129  0.09
H67 -0.969457 -2.842899 -0.237762  0.09
H68 -3.447666 -0.502507 -1.633074  0.09
H69 2.483250 -2.013890 1.968922  0.05
H70 -4.080668 2.616874 5.231673  0.08
H71 -3.565871 3.499697 3.855012  0.08
H72 -1.335906 3.308315 5.088036  0.02
H73 -3.236102 -0.709500 -5.548291  0.11
H74 2.959764 6.462756 -2.435031  0.09

Force components x, y, z for each atom (eV/Å):
0.5268 -0.2046 -0.4756
0.2789 0.1602 -0.4889
-0.7445 1.0640 1.1034
-0.6404 0.2746 1.2306
0.0091 0.5580 0.5316
0.0955 0.1424 -1.2232
-0.1118 -0.5316 -0.4694
-0.6158 0.1665 -0.9297
-0.2752 -1.0609 -0.3228
-0.1321 0.5429 2.8910
0.4013 0.2144 0.5041
-0.2878 0.0220 -0.0838
-1.3228 -0.2303 0.2623
-0.5920 0.5335 0.3338
0.9756 -0.1384 0.4843
-0.9077 -0.1900 -0.1462
1.4719 -2.5680 -2.2614
0.3915 0.0503 1.0975
-0.0176 0.3907 -1.5049
-0.5015 1.5216 0.0368
0.6275 0.3210 -1.0521
1.8912 0.4371 0.4028
-0.9399 -1.4947 -1.4321
0.3045 0.4541 -1.6895
-0.6595 0.6045 2.2075
1.1078 -0.1610 2.2342
-0.4339 0.4730 -1.1759
1.1747 0.1386 0.4153
0.0047 0.4065 -1.0771
-1.0381 1.7320 1.6549
-0.5646 -1.1395 -0.0127
1.5766 -0.3798 -1.1062
-0.0060 -1.0958 -1.1950
-0.4499 -0.6847 -1.1842
0.5451 1.2034 1.4916
-0.3499 -0.6240 -1.3096
-0.0617 0.0282 0.6126
-0.6115 -0.8815 -0.0299
-2.2637 -1.4686 -0.1792
-0.7834 0.8859 0.3154
0.5113 0.2428 -0.3082
-0.0958 -0.2692 0.0847
0.7680 -0.7020 -0.5012
-0.0453 -0.3045 0.2299
0.2999 0.3759 -0.8690
-0.7967 0.2705 0.3411
0.2380 0.0269 0.2525
-0.2136 -0.0950 0.1828
0.2127 0.0082 0.1922
0.2375 -0.1221 0.1819
-0.0577 0.2123 -0.0340
0.0814 -0.1141 -0.1316
-0.0471 -0.0801 0.1804
-0.2212 -0.0315 0.5977
-0.0368 0.1395 0.0723
0.2851 0.0158 0.4975
0.2641 0.1624 0.8801
-0.3428 -0.2630 -0.3824
-0.0191 0.2808 0.4911
-0.3529 -0.0515 -0.8368
-0.7419 0.0790 -0.1918
-0.1338 0.1959 0.2088
0.6237 0.5076 -0.4289
0.2124 0.0035 0.2743
0.0935 -0.1536 0.1719
-0.2210 0.0983 0.3641
0.2129 -0.6786 0.0468
0.3494 -0.6408 0.4813
0.1506 -0.6694 -0.5882
0.1470 0.0505 0.0621
-0.3398 0.3294 -0.2218
0.7474 -0.6477 -0.5321
0.0785 0.0002 0.1022
0.2434 0.2281 0.2026
0.1981 -0.0022 -0.1662
0.3510 -1.0575 0.0449
0.1394 -0.5895 0.2393
-0.3376 0.2764 0.0174
-0.2097 0.3062 -0.2068
-0.4133 -0.0694 0.2703
0.5448 0.2441 -0.0435
-0.4809 -0.5487 -0.5966
-0.3043 0.0404 0.3999
-0.0631 0.0680 -0.0809
-0.4123 0.7549 0.4754
0.3981 0.7125 0.5269
0.3693 0.5190 -0.3221
0.0427 -0.0223 0.0306
0.2911 -0.1789 -0.1692
0.1242 -0.1267 0.0761
0.1804 0.3559 -0.5896
0.2552 -0.2137 0.6078
0.5232 0.4746 -0.5071
-0.4568 -0.1931 -0.7322
0.1996 -0.2383 0.2744
0.5007 -0.2591 0.2849
0.3125 -0.3922 -0.4364
0.1886 0.0009 0.1784
0.3680 -0.3530 0.0584
-0.4167 0.5878 0.3271
-0.0597 0.5645 0.5156
0.2406 0.6158 -0.6591
-0.3579 0.0823 -0.1991
0.2050 -0.3587 -0.6611
-0.5059 -0.4270 0.5314
-0.2920 0.2224 0.0889
-0.3652 0.1670 0.0352
0.1034 0.3644 0.4619
-0.2721 -0.4149 0.1214
0.1717 0.1816 0.4081
0.5394 0.4552 -0.0211
-0.0517 0.3753 -0.1760
-0.0230 0.2521 -0.0891
-0.3880 -0.0528 0.1495